No. 1
{
  "formula": "C20H33N3O7PRbS7Sb",
  "method": "ωB97M-V/def2-TZVPD",
  "homo_lumo_gap_ev": [3.87, 6.37],
  "spin_multiplicity": 2,
  "energy_ha": -4865.7262,
  "total_charge": -2,
  "e_above_lowest_kj_mol": 39.3,
  "symbols": ["Rb", "C", "C", "S", "C", "C", "S", "C", "C", "S", "C", "C", "S", "H", "H", "H", "H", "H", "H", "H", "H", "H", "H", "H", "H", "H", "H", "H", "H", "S", "Sb", "S", "S", "C", "C", "P", "C", "C", "C", "C", "H", "H", "H", "H", "H", "H", "H", "H", "H", "H", "H", "H", "H", "H", "H", "O", "N", "O", "C", "C", "C", "C", "O", "C", "C", "N", "O", "O", "N", "O", "O", "H", "H"],
  "xyz": [[0.93622, 0.75972, -1.02396], [-2.92318, -1.41148, 2.80968], [-3.27061, -2.52428, 1.81650], [-3.28984, -2.03576, 0.07761], [-4.82202, -1.09093, 0.01045], [-4.87275, -0.20285, -1.22941], [-3.63535, 1.10021, -1.26350], [-4.24695, 2.15882, 0.05748], [-3.11933, 3.09129, 0.50593], [-1.61027, 2.29985, 1.10174], [-2.16524, 1.80476, 2.74420], [-1.28671, 0.75586, 3.40894], [-1.22600, -0.84064, 2.57038], [-3.08881, -1.79632, 3.82243], [-3.62725, -0.58707, 2.67783], [-4.22257, -2.98327, 2.10191], [-2.53352, -3.32625, 1.90036], [-4.91546, -0.46155, 0.89793], [-5.68870, -1.75999, 0.00323], [-5.88236, 0.21088, -1.31585], [-4.70803, -0.78893, -2.13606], [-4.57592, 1.54909, 0.90326], [-5.10656, 2.75669, -0.26098], [-3.52122, 3.79403, 1.24304], [-2.80391, 3.69550, -0.34847], [-3.19266, 1.43178, 2.69446], [-2.17961, 2.68293, 3.39860], [-1.65262, 0.61693, 4.43132], [-0.25152, 1.09544, 3.45897], [-4.36501, 2.03762, -5.16572], [-2.59752, 1.52948, -3.94955], [-1.84971, -0.54952, -3.76835], [-1.35101, 3.07079, -2.96639], [-0.04694, -5.28597, -1.88311], [-0.35842, -3.80276, -1.73302], [0.98645, -2.69200, -1.13665], [1.54431, -3.49266, 0.42808], [2.32685, -2.53658, 1.31979], [2.34899, -3.09442, -2.32005], [3.60484, -2.26259, -2.10426], [-0.92394, -5.85288, -2.20310], [0.29110, -5.72284, -0.94155], [0.73887, -5.46197, -2.61853], [-1.20012, -3.65815, -1.05289], [-0.70850, -3.37451, -2.68039], [2.11565, -4.40659, 0.22034], [0.63301, -3.81840, 0.94513], [3.25844, -2.21730, 0.85762], [2.57534, -3.00729, 2.27441], [1.76801, -1.62436, 1.53272], [1.94286, -2.90717, -3.31983], [2.59211, -4.16413, -2.28803], [3.41834, -1.18756, -2.11803], [4.35327, -2.47843, -2.87008], [4.06454, -2.47423, -1.13988], [5.48738, 6.43814, 0.11256], [4.76406, 5.83822, 0.89848], [4.38123, 6.33177, 1.95139], [4.28675, 4.50925, 0.54043], [4.68755, 3.97282, -0.66207], [4.22729, 2.69041, -0.96289], [3.48860, 1.85310, -0.05786], [3.35113, 0.63073, -0.21332], [2.90543, 2.61111, 1.09077], [3.40798, 3.85852, 1.41533], [1.92635, 2.05833, 1.90977], [1.66456, 2.60770, 3.01587], [1.21997, 1.06087, 1.49522], [4.60843, 2.17780, -2.26844], [5.57876, 2.68395, -2.83004], [3.93703, 1.29012, -2.78911], [5.32929, 4.49832, -1.34645], [3.06919, 4.32877, 2.32365]],
  "lowdin_charge": [0.700, -0.558, -0.563, 0.861, -0.549, -0.535, 0.710, -0.501, -0.560, 0.864, -0.531, -0.538, 0.871, 0.074, 0.050, 0.072, 0.061, 0.051, 0.076, 0.085, 0.063, 0.056, 0.085, 0.078, 0.039, 0.051, 0.082, 0.077, 0.043, -0.240, -0.118, -0.170, -0.168, -0.163, -0.433, 0.929, -0.427, -0.157, -0.427, -0.152, 0.061, 0.057, 0.054, 0.024, 0.054, 0.072, 0.069, 0.053, 0.066, 0.046, 0.079, 0.065, 0.044, 0.069, 0.058, 0.015, -0.371, 0.026, -0.176, 0.045, -0.088, -0.393, -0.170, -0.106, 0.044, -0.390, -0.085, -0.326, -0.349, 0.015, 0.030, 0.116, 0.108]
}

***

No. 2
{
  "formula": "C20H33N4O13",
  "method": "ωB97M-V/def2-TZVPD",
  "homo_lumo_gap_ev": 9.81,
  "energy_ha": -1978.6889,
  "total_charge": 1,
  "symbols": ["C", "C", "C", "N", "C", "N", "C", "C", "N", "N", "C", "C", "O", "H", "H", "H", "H", "H", "H", "H", "H", "H", "H", "H", "H", "H", "H", "H", "H", "H", "C", "C", "O", "C", "O", "O", "H", "H", "H", "H", "C", "C", "O", "C", "O", "O", "H", "H", "H", "H", "C", "C", "O", "C", "O", "O", "H", "H", "H", "H", "C", "C", "O", "C", "O", "O", "H", "H", "H", "H"],
  "xyz": [[-0.85685, -0.63916, 0.77686], [-0.15588, 0.36575, 0.69373], [0.35421, 1.83376, 0.32493], [1.36577, 1.86677, -0.77210], [1.33860, 0.71614, -1.61026], [0.18735, 0.52024, -2.45905], [-0.12175, 1.72865, -3.29324], [-1.70260, 2.01839, -3.12472], [2.32379, -0.16636, -1.67879], [3.46510, -0.02188, -0.86361], [2.31736, -1.34670, -2.58927], [1.96839, -2.70293, -1.79386], [0.56333, -2.85108, -1.55580], [-1.55881, -1.51867, 0.74296], [-0.48349, 2.53783, 0.02051], [0.81634, 2.29517, 1.26055], [2.30661, 2.10300, -0.44303], [-0.63043, 0.15420, -1.95120], [0.51594, 2.63090, -3.05554], [0.02109, 1.49950, -4.40517], [-2.32866, 1.18285, -3.57816], [-1.96113, 2.03766, -2.01359], [-1.99274, 3.03251, -3.53241], [4.30179, -0.35022, -1.35545], [3.27750, -0.64265, -0.05704], [3.38995, -1.49880, -2.96001], [1.69401, -1.20848, -3.51776], [2.40455, -3.55763, -2.40541], [2.58767, -2.64305, -0.83253], [0.43726, -2.56207, -0.62762], [-1.08128, 1.36271, 4.39471], [-0.41008, 2.06052, 5.53442], [0.29740, 3.11368, 4.88569], [-0.33024, 3.35117, 3.70498], [-0.09096, 4.28153, 2.98804], [-1.26295, 2.39624, 3.43829], [-2.03809, 0.92645, 4.67993], [-0.45186, 0.58478, 3.95390], [-1.12497, 2.49375, 6.23985], [0.27056, 1.41449, 6.07629], [-4.50001, -2.76356, -2.40134], [-5.38632, -1.95217, -1.50326], [-4.47069, -1.05269, -0.88349], [-3.39804, -0.94289, -1.70507], [-2.51995, -0.13786, -1.56437], [-3.44364, -1.85683, -2.70620], [-5.00872, -3.08787, -3.30877], [-4.08032, -3.63849, -1.89805], [-6.12917, -1.37359, -2.05810], [-5.89744, -2.56209, -0.75880], [1.00441, -1.92159, 9.41219], [0.66015, -0.51865, 9.81779], [0.52329, 0.14832, 8.56678], [0.22958, -0.79729, 7.63699], [-0.11236, -0.55550, 6.51527], [0.37228, -2.04886, 8.14184], [0.62321, -2.66449, 10.11249], [2.08019, -2.07030, 9.28785], [-0.28928, -0.45870, 10.35609], [1.43940, -0.05552, 10.42275], [2.18199, 0.53995, -6.11933], [1.09495, 0.17322, -7.08938], [1.71094, 0.38363, -8.35251], [3.05756, 0.28585, -8.16696], [3.85660, 0.24583, -9.04623], [3.36889, 0.23903, -6.83877], [2.13072, -0.03906, -5.19722], [2.17974, 1.60529, -5.87067], [0.79949, -0.87688, -7.01004], [0.20870, 0.79911, -6.97992]],
  "lowdin_charge": [0.091, -0.074, -0.116, 0.057, -0.243, 0.050, -0.197, -0.083, -0.086, 0.117, -0.094, -0.206, -0.069, 0.085, 0.140, 0.127, 0.130, 0.083, 0.122, 0.097, 0.082, 0.069, 0.086, 0.116, 0.117, 0.139, 0.116, 0.138, 0.124, 0.068, -0.143, -0.132, 0.073, -0.563, 0.139, 0.047, 0.139, 0.123, 0.145, 0.101, -0.117, -0.115, 0.077, -0.522, 0.083, 0.075, 0.141, 0.138, 0.141, 0.141, -0.122, -0.120, 0.067, -0.530, 0.137, 0.075, 0.139, 0.137, 0.139, 0.139, -0.151, -0.135, 0.071, -0.544, 0.182, 0.062, 0.097, 0.134, 0.138, 0.131]
}

***

No. 3
{
  "formula": "C20H33N5O2",
  "method": "ωB97M-V/def2-TZVPD",
  "homo_lumo_gap_ev": 8.55,
  "energy_ha": -1206.1257,
  "total_charge": 0,
  "e_above_lowest_kj_mol": 318.0,
  "symbols": ["C", "N", "C", "O", "C", "N", "C", "C", "O", "C", "C", "C", "H", "H", "H", "H", "H", "H", "H", "H", "H", "H", "H", "H", "H", "H", "H", "H", "C", "C", "C", "C", "N", "N", "C", "C", "C", "C", "C", "N", "C", "C", "C", "H", "H", "H", "H", "H", "H", "H", "H", "H", "H", "H", "H", "H", "H", "H", "H", "H"],
  "xyz": [[-2.28784, -5.07729, 0.72289], [-2.77297, -4.18130, 1.77359], [-2.47230, -2.89107, 1.95142], [-3.02051, -2.27802, 2.85762], [-1.51255, -2.18873, 0.97196], [-2.10946, -1.98787, -0.36912], [-3.26105, -1.41603, -0.73160], [-4.23520, -0.85612, 0.28511], [-3.53688, -1.33842, -1.91752], [-0.87475, -0.88919, 1.52372], [-0.06880, -1.12698, 2.80933], [0.09721, -0.28381, 0.50071], [-2.63946, -4.73717, -0.25351], [-2.66828, -6.08542, 0.89717], [-1.19731, -5.11228, 0.72352], [-3.43542, -4.55188, 2.43848], [-0.68023, -2.87739, 0.83817], [-1.55886, -2.29106, -1.15726], [-5.00107, -0.28911, -0.24123], [-3.72618, -0.19653, 0.98088], [-4.70712, -1.67275, 0.82620], [-1.64914, -0.15432, 1.73585], [0.71624, -1.86278, 2.63446], [-0.72132, -1.47990, 3.60711], [0.38258, -0.19108, 3.13950], [0.89836, -0.98882, 0.28127], [0.51872, 0.63861, 0.89785], [-0.42188, -0.04178, -0.42515], [-3.11668, 2.73297, -1.85771], [-1.75998, 2.87688, -2.48579], [-1.60089, 3.30313, -3.80073], [-0.32161, 3.38656, -4.33025], [-0.09912, 3.82389, -5.59290], [0.78195, 3.08977, -3.66877], [0.64502, 2.67392, -2.40237], [1.81015, 2.32617, -1.65326], [2.78125, 2.02513, -0.98975], [3.93761, 1.65312, -0.16855], [3.48653, 0.75569, 0.98470], [4.57480, 0.45090, 1.93714], [5.76240, -0.23325, 1.38741], [4.09385, -0.12101, 3.20936], [-0.60235, 2.56680, -1.78231], [-3.04594, 2.77026, -0.76640], [-3.55833, 1.77405, -2.14588], [-3.77842, 3.53911, -2.18795], [-2.45664, 3.55492, -4.41461], [0.88302, 4.01888, -5.76013], [-0.78554, 4.46674, -5.96697], [4.41005, 2.55452, 0.23193], [4.66434, 1.13348, -0.79741], [3.08487, -0.17932, 0.58093], [2.68000, 1.26507, 1.52300], [5.48043, -1.19679, 0.95089], [6.24434, 0.37343, 0.61548], [6.50114, -0.41185, 2.17516], [3.67194, -1.11811, 3.04706], [4.91439, -0.20269, 3.92948], [3.32043, 0.51660, 3.64967], [-0.65753, 2.23952, -0.75193]],
  "lowdin_charge": [-0.063, 0.034, -0.470, 0.046, -0.186, 0.116, -0.543, 0.021, 0.029, -0.358, -0.059, -0.073, 0.081, 0.087, 0.081, 0.145, 0.141, 0.152, 0.086, 0.073, 0.084, 0.128, 0.080, 0.073, 0.078, 0.080, 0.068, 0.065, -0.037, -0.257, 0.012, -0.421, 0.111, 0.154, -0.289, 0.047, -0.003, -0.185, -0.222, -0.276, -0.093, -0.100, -0.010, 0.079, 0.083, 0.081, 0.116, 0.100, 0.096, 0.126, 0.109, 0.108, 0.113, 0.080, 0.072, 0.080, 0.074, 0.078, 0.078, 0.100]
}